Formula: C15H30FO5Ti
Source: the OMol25 dataset
Level of theory: ωB97M-V/def2-TZVPD

Cartesian coordinates (Å):
Ti: 0.55313 0.81087 -0.12590
F: 1.93987 2.40824 -0.09779
O: 1.41584 -0.94547 -1.12702
O: -0.79845 1.35273 -1.97151
O: -1.03340 2.69831 0.89703
O: -1.39353 -0.62731 0.22553
O: 1.36934 -0.69789 2.05899
C: -2.02586 -1.65782 0.11969
C: -1.80342 2.35090 -3.85638
C: -2.45080 -2.21322 -1.20755
C: 0.18840 3.39622 -2.62325
C: 2.88744 -2.86886 -0.79879
C: -0.61777 3.69537 3.00682
C: -0.19886 4.91297 0.80219
C: 0.93728 -3.01804 1.91924
C: 1.43768 -1.78129 2.59031
C: 2.04907 -1.92759 3.96234
C: -2.46056 -2.42865 1.33651
C: -0.82094 2.30314 -2.71828
C: 0.96976 -2.92973 -2.52018
C: -0.73008 3.70356 1.50303
C: 1.68748 -2.19202 -1.41760
H: -0.01802 -2.50187 -2.69814
H: 0.23929 -3.55758 2.56654
H: 0.89212 4.93734 0.89506
H: -2.32458 -3.50382 1.23661
H: -0.95880 4.65010 3.41784
H: -0.35945 4.83222 -0.26983
H: -2.29854 -3.29298 -1.19840
H: -1.97096 -1.73837 -2.05410
H: -1.29405 2.93805 3.40490
H: 1.01857 3.10216 -1.97460
H: -0.59098 5.85960 1.17244
H: 3.77478 -2.65888 -1.42166
H: -1.89779 -2.12113 2.21942
H: 1.53353 -2.87618 -3.47049
H: 1.42328 -2.60730 4.54250
H: 0.56898 3.66298 -3.61267
H: -0.27394 4.30882 -2.24131
H: -3.53631 -2.05972 -1.26131
H: 0.85249 -3.98293 -2.24528
H: -3.49618 -2.17000 1.57747
H: 3.06910 -2.30780 3.89896
H: -1.30158 1.97060 -4.74843
H: 3.04191 -2.47735 0.20701
H: 0.39923 3.52725 3.35361
H: 1.78179 -3.70981 1.82741
H: -2.07573 3.38551 -4.06716
H: -2.67431 1.75156 -3.60818
H: 2.09575 -0.94996 4.43471
H: 0.51121 -2.79896 0.94391
H: 2.76755 -3.95596 -0.78427

Properties
max |F| = 1.6 eV/Å
total charge = 0
energy = -1915.059677 a.u.
ΔE to the lowest compared entry with this formula, charge and spin = 0.000 eV
frontier orbital gap (spin up / spin down) = 4.3418 / 8.3769 eV
multiplicity = 4
E_HOMO (spin up / spin down) = -3.8 / -7.8 eV

Formula: C15H30N3O4
Source: the OMol25 dataset
Level of theory: ωB97M-V/def2-TZVPD

Cartesian coordinates (Å):
O: -0.85332 1.47291 1.02889
O: 4.66120 -0.54296 -2.41227
O: -5.83211 -0.44269 0.89834
O: -3.65573 -0.44836 0.02376
N: 3.90760 0.75744 0.05661
N: -3.77273 -5.18385 2.50958
N: 1.46956 3.16303 0.68528
C: -3.19401 -4.02489 3.13901
C: -4.98975 -3.78953 0.71814
C: -4.42542 -2.49626 1.36455
C: -2.02456 2.20746 1.34497
C: 0.48092 3.03807 -0.39238
C: 5.58964 -0.43621 -1.33720
C: -4.75027 -1.03333 0.74685
C: -5.91056 -3.75334 -0.58809
C: 5.69438 2.09889 -0.91817
C: 4.87865 0.37416 -3.47229
C: -0.32714 1.72902 -0.27105
C: 5.31465 0.72839 -0.36373
C: -3.49889 -2.59074 2.60476
C: -0.38395 4.29567 -0.41996
C: -4.63561 -5.15409 1.35521
H: 5.76575 2.82821 -0.10467
H: 5.93230 0.56009 0.52531
H: -1.25429 4.16301 -1.06956
H: 5.49384 -1.37193 -0.77528
H: 4.95533 2.49052 -1.61992
H: 4.44929 -0.05119 -4.38129
H: 5.94254 0.56010 -3.64489
H: 6.61780 -0.40869 -1.71776
H: -3.07782 -1.21055 -0.21537
H: -2.51742 -4.15760 4.05346
H: -5.39854 -4.44137 -1.36353
H: 3.68940 -0.11801 0.52964
H: -5.91818 -2.67854 -1.01005
H: 0.19411 5.14217 -0.80433
H: 2.11688 2.37677 0.62822
H: -0.73703 4.58746 0.57106
H: -3.04188 -1.67025 3.09041
H: 1.01991 2.99855 -1.34577
H: -6.95648 -4.17833 -0.42907
H: -1.75531 3.17267 1.77674
H: 6.66387 2.06583 -1.42316
H: 4.35293 1.30941 -3.27155
H: -2.57651 1.65350 2.10741
H: -3.53784 -6.10382 2.91670
H: 0.35309 0.89546 -0.47965
H: -1.12246 1.67508 -1.02540
H: -5.03764 -6.13188 0.92845
H: 3.33687 0.72341 -0.78965
H: 0.97924 3.00893 1.56715
H: -2.67426 2.34218 0.47551

Properties
max |F| = 5.1 eV/Å
total charge = +1
energy = -1054.361957 a.u.
ΔE to the lowest compared entry with this formula, charge and spin = 4.112 eV
frontier orbital gap = 5.1756 eV
E_HOMO = -10.6 eV

Formula: C15H30N4O4P
Source: the OMol25 dataset
Level of theory: ωB97M-V/def2-TZVPD

Cartesian coordinates (Å):
P: 0.38838 -0.14801 2.33159
O: 3.58947 0.46135 -3.50854
O: 1.86445 0.22830 2.11120
O: -0.71273 3.03880 -4.22106
O: 1.30897 2.39001 -3.38271
N: -0.15944 1.36097 1.72366
N: 0.51216 -0.06496 4.05036
N: -1.75382 -2.14692 -2.79650
N: -1.29861 -0.65633 2.54857
C: -2.42868 -0.96375 -2.34276
C: -1.82325 0.46242 -2.62471
C: -0.30270 0.76208 4.92440
C: 0.18720 -0.76628 -3.84748
C: 1.59227 -0.71501 -4.60336
C: 2.77630 -0.73335 -3.50596
C: -1.13351 2.26943 2.30060
C: 0.03460 1.58358 0.29790
C: -0.48891 -2.12752 -3.52765
C: -1.37184 -2.00805 3.16529
C: 0.15147 2.02825 -3.66088
C: -2.08418 -0.76715 1.30414
C: 1.84436 -0.19575 4.64276
C: -0.46173 0.58285 -3.41026
C: 2.30454 -1.00257 -1.99561
H: -1.55926 -1.37039 0.55400
H: -2.14490 -3.07473 -2.58387
H: 1.68742 -1.65586 -5.25325
H: -2.34247 1.39802 -2.24226
H: -0.00258 -3.12313 -3.82455
H: -2.11659 1.81449 2.45840
H: 3.46579 -1.61939 -3.78926
H: -0.78075 2.67992 3.24595
H: 1.64984 0.17525 -5.33409
H: -0.66624 0.99440 -0.30647
H: 0.09090 1.77973 4.99470
H: 3.41324 0.92493 -2.65563
H: 1.78403 -0.45926 5.70285
H: 1.61404 -0.18223 -1.56682
H: 2.41234 0.73616 4.55833
H: -2.41349 -2.30214 3.33056
H: -1.56553 2.96375 -3.72249
H: -0.07656 2.63487 0.01802
H: -3.06144 -1.22207 1.49292
H: -3.41035 -0.97117 -1.76344
H: 2.40988 -0.99573 4.16441
H: -0.31440 0.34836 5.93933
H: -2.30952 0.20745 0.86902
H: 1.82978 -2.04297 -1.87594
H: -0.88879 -2.76069 2.53126
H: -1.34976 0.80117 4.62350
H: 3.26140 -0.95506 -1.34701
H: -1.30005 3.15007 1.67209
H: -0.89672 -2.04452 4.14534
H: 1.04597 1.29838 -0.00862

Properties
max |F| = 8.9 eV/Å
total charge = +1
energy = -1450.388233 a.u.
frontier orbital gap = 4.8473 eV
E_HOMO = -10.5 eV

Formula: C15H30N6O6P
Source: the OMol25 dataset
Level of theory: ωB97M-V/def2-TZVPD

Cartesian coordinates (Å):
P: 4.04223 1.44213 -0.89823
O: -0.98897 -1.34544 -3.08025
O: -5.37000 -2.36535 -2.51407
O: 1.82808 3.56956 1.73529
O: 3.46048 0.24915 -1.70809
O: 3.12643 2.67647 -1.19518
O: 5.40971 1.74855 -1.28223
N: 0.25393 2.00516 -1.05521
N: -1.81053 1.70477 -0.36179
N: -3.62368 -2.55790 -1.12308
N: 4.08111 1.01113 0.72703
N: -2.91551 -2.08325 -3.95150
N: 3.95176 3.64070 2.31792
C: -5.38738 -4.22658 -1.03422
C: -0.85272 2.62923 -0.59996
C: -4.79553 -2.96513 -1.61590
C: 2.92492 0.56792 2.82496
C: 1.81331 -0.17022 4.94110
C: -0.00288 0.64628 -1.09869
C: -2.41044 -2.37758 -5.29257
C: -1.28333 0.45586 -0.65215
C: -1.95496 -0.88917 -0.45266
C: 1.70502 0.78776 3.74948
C: -2.88939 -1.36317 -1.58736
C: 2.85795 2.93309 1.88941
C: 0.36322 0.56222 3.03160
C: 2.91342 1.41963 1.54654
C: -2.18315 -1.59078 -2.94759
H: -3.90126 -2.24188 -3.76723
H: 0.68377 -0.13190 -1.42375
H: 3.77159 4.59329 2.62643
H: 1.72332 1.81242 4.13635
H: 0.35246 -0.41083 2.53045
H: -2.20871 -1.44595 -5.82500
H: 3.62803 3.02618 -1.95046
H: 2.96408 -0.48771 2.53476
H: 4.76039 3.14325 2.67648
H: -2.52674 -0.84131 0.47597
H: 1.77004 -1.21234 4.60828
H: -3.21064 -3.12390 -0.39834
H: 4.19732 -0.37433 -1.64857
H: -6.29846 -4.47284 -1.58003
H: -3.62365 -0.57660 -1.76856
H: 0.17980 1.34362 2.28892
H: -0.93074 3.69672 -0.40518
H: -4.67707 -5.04593 -1.13362
H: 0.99375 0.00261 5.64586
H: -5.62815 -4.06712 0.01530
H: 3.83873 0.78429 3.38782
H: 2.75720 -0.01475 5.47330
H: -1.48383 -2.95238 -5.22643
H: 2.00696 1.17597 0.98549
H: -2.73541 1.88357 0.01199
H: 4.95815 1.38244 1.07556
H: -1.17451 -1.63977 -0.31026
H: -0.46133 0.59043 3.75125
H: -3.14805 -2.95627 -5.85186
H: 1.15990 2.44600 -1.24754

Properties
max |F| = 3.6 eV/Å
total charge = +1
energy = -1710.887278 a.u.
frontier orbital gap = 9.6030 eV
E_HOMO = -12.1 eV